# 1
Formula: C48H72BeNO39
Source: the OMol25 dataset
Level of theory: wB97M-V/def2-TZVPD

The value obtained for the HOMO energy is -9.726 eV. The total charge is +1.

Positions of all 161 atoms, in Å:
Be (0.7549, -0.8062, -0.5279)
N (1.8396, -3.5931, -1.3749)
O (2.1919, -4.6812, -1.7247)
O (1.1304, -3.3485, -0.4410)
O (2.3147, -2.5884, -1.8659)
C (-1.7941, -5.2532, -4.8739)
C (-1.7360, -3.6944, -4.9868)
C (-2.9659, -2.9824, -4.5427)
O (-2.4258, -1.9892, -3.7153)
C (-1.1678, -2.1824, -3.3956)
O (-0.5226, -1.5190, -2.6137)
O (-0.6983, -3.2383, -4.1364)
H (-2.2350, -5.6234, -3.9484)
H (-0.8526, -5.8010, -4.8331)
H (-2.3801, -5.7049, -5.6744)
H (-1.5559, -3.4193, -6.0261)
H (-3.7250, -3.5829, -4.0415)
H (-3.5016, -2.6605, -5.4357)
C (-2.6521, 4.6136, 0.7797)
C (-2.2666, 3.4981, 1.7691)
C (-3.4002, 2.5670, 2.0541)
O (-2.8858, 1.2827, 1.9059)
C (-1.5901, 1.3949, 1.5223)
O (-0.8416, 0.4568, 1.2986)
O (-1.1990, 2.6546, 1.3760)
H (-3.5108, 5.2231, 1.0610)
H (-2.8750, 4.1771, -0.1939)
H (-1.8616, 5.3271, 0.5469)
H (-1.9628, 3.9077, 2.7325)
H (-4.2038, 2.7505, 1.3410)
H (-3.8721, 2.6566, 3.0326)
C (-5.5818, -4.0965, 0.5281)
C (-4.1046, -4.2966, 0.6154)
C (-3.5486, -4.7897, -0.6999)
O (-2.3573, -4.0523, -0.7892)
C (-2.3805, -3.0285, 0.0601)
O (-1.4834, -2.1871, 0.2003)
O (-3.4572, -3.1071, 0.7839)
H (-6.1412, -5.0260, 0.4223)
H (-5.8667, -3.3859, -0.2477)
H (-6.0004, -3.7240, 1.4630)
H (-3.8056, -4.9706, 1.4182)
H (-4.1029, -4.3733, -1.5410)
H (-3.3848, -5.8664, -0.7434)
C (0.3393, 5.2298, -3.0863)
C (-0.7021, 4.5054, -2.2882)
C (-1.9212, 3.9851, -3.0760)
O (-1.8427, 2.5536, -2.8801)
C (-0.8966, 2.2272, -1.9947)
O (-0.5775, 1.1197, -1.6159)
O (-0.0831, 3.3234, -1.7756)
H (1.2801, 5.4266, -2.5723)
H (-0.0939, 6.1284, -3.5258)
H (0.4648, 4.4767, -3.8642)
H (-1.0974, 5.0166, -1.4103)
H (-1.8213, 4.3042, -4.1134)
H (-2.7797, 4.5515, -2.7151)
C (1.9988, -3.3728, -5.8768)
C (2.4540, -1.9864, -5.4059)
C (3.8845, -1.9033, -4.7837)
O (4.5461, -0.8056, -5.3342)
C (3.7713, -0.3498, -6.3643)
O (4.0468, 0.6194, -7.0150)
O (2.6210, -1.0817, -6.4747)
H (1.8885, -3.9849, -4.9817)
H (2.7890, -3.8259, -6.4754)
H (1.0356, -3.4435, -6.3821)
H (1.7849, -1.6035, -4.6354)
H (4.4023, -2.8579, -4.8770)
H (3.8139, -1.6583, -3.7239)
C (1.2095, -4.4497, 5.3928)
C (0.3632, -3.2762, 4.9950)
C (0.9014, -1.9267, 5.4102)
O (0.8634, -1.1823, 4.1691)
C (0.7104, -2.0086, 3.1401)
O (0.9759, -1.7538, 1.9900)
O (0.3358, -3.2372, 3.6015)
H (1.0629, -4.5493, 6.4683)
H (2.2888, -4.3670, 5.2653)
H (0.9487, -5.4455, 5.0345)
H (-0.6686, -3.3575, 5.3367)
H (1.9379, -2.0927, 5.7038)
H (0.4017, -1.4242, 6.2384)
C (3.9671, 3.8310, -4.2180)
C (4.2114, 2.3486, -4.1064)
C (5.0532, 1.9177, -2.9512)
O (4.2611, 0.8913, -2.3086)
C (3.0158, 0.9434, -2.7729)
O (2.0374, 0.3391, -2.3116)
O (2.9740, 1.7235, -3.8126)
H (3.3189, 4.1590, -3.4055)
H (3.4592, 4.0613, -5.1546)
H (4.9048, 4.3838, -4.2756)
H (4.7210, 1.9811, -4.9971)
H (5.2334, 2.8045, -2.3437)
H (6.0047, 1.6035, -3.3804)
C (6.4990, -1.8982, 3.2400)
C (5.7594, -0.7230, 2.6165)
C (6.3888, 0.0065, 1.4249)
O (5.1059, 0.3291, 0.7118)
C (4.2147, -0.5863, 1.0068)
O (3.1896, -0.7286, 0.3147)
O (4.6540, -1.3212, 2.0293)
H (7.3177, -1.5533, 3.8715)
H (6.8286, -2.6947, 2.5729)
H (5.7418, -2.3542, 3.8778)
H (5.4071, 0.0196, 3.3323)
H (7.1122, -0.5730, 0.8514)
H (6.9192, 0.9151, 1.7100)
C (2.4970, 1.6222, 4.3768)
C (1.3193, 2.3707, 5.0669)
C (0.4330, 3.1240, 4.1485)
O (-0.8353, 2.9754, 4.6760)
C (-0.8104, 1.8614, 5.4549)
O (-1.8098, 1.3569, 5.9383)
O (0.4388, 1.4205, 5.5848)
H (2.2810, 1.1199, 3.4338)
H (2.9131, 0.9002, 5.0795)
H (3.3201, 2.3033, 4.1605)
H (1.6394, 3.0333, 5.8710)
H (0.5402, 2.6806, 3.1586)
H (0.7945, 4.1490, 4.2305)
C (2.3309, 5.8275, 1.6544)
C (2.5514, 4.8270, 0.5158)
C (3.8761, 4.0872, 0.4830)
O (3.6210, 2.7486, 0.3716)
C (2.2725, 2.5804, 0.5989)
O (1.6942, 1.4827, 0.5822)
O (1.6299, 3.7458, 0.7852)
H (3.0392, 6.6352, 1.4701)
H (2.5389, 5.3541, 2.6140)
H (1.3190, 6.2304, 1.6097)
H (2.3483, 5.2165, -0.4818)
H (4.4403, 4.3290, 1.3838)
H (4.3854, 4.3913, -0.4314)
C (-4.6053, -0.1511, 5.0483)
C (-4.3720, -1.3123, 4.0838)
C (-2.8778, -1.6305, 3.6331)
O (-2.7871, -3.0279, 3.6888)
C (-3.8016, -3.5767, 4.3810)
O (-3.9806, -4.7798, 4.6706)
O (-4.6199, -2.5904, 4.7914)
H (-5.6721, 0.0653, 5.1055)
H (-4.1311, 0.7485, 4.6558)
H (-4.1706, -0.3816, 6.0209)
H (-5.0805, -1.2447, 3.2583)
H (-2.2796, -1.1258, 4.3917)
H (-2.6998, -1.1212, 2.6860)
C (-5.2584, 0.7710, -3.2057)
C (-4.9642, -0.3158, -2.0808)
C (-3.8369, 0.1030, -1.1886)
O (-4.3461, -0.2443, 0.0982)
C (-5.6751, -0.4838, 0.0346)
O (-6.3774, -0.7628, 1.0063)
O (-6.0799, -0.3031, -1.2202)
H (-4.4182, 0.9734, -3.8699)
H (-5.5282, 1.7231, -2.7485)
H (-6.0888, 0.5120, -3.8625)
H (-4.8171, -1.3125, -2.4968)
H (-3.6765, 1.1748, -1.3053)
H (-2.8937, -0.3663, -1.4683)

---

# 2
Formula: C48H72O24
Source: the OMol25 dataset
Level of theory: wB97M-V/def2-TZVPD

The SMILES is O=C1CCCO1.O=C1CCCO1.O=C1CCCO1.O=C1CCCO1.O=C1CCCO1.O=C1CCCO1.O=C1CCCO1.O=C1CCCO1.O=C1CCCO1.O=C1CCCO1.O=C1CCCO1.O=C1CCCO1. The calculation puts the energy above the lowest of the compared OMol25 structures with the same formula, charge and spin at 293.1 kJ/mol. The value obtained for the HOMO energy is -9.609 eV. The total charge is 0.

Positions of all 144 atoms, in Å:
O (-0.1402, -4.1686, -1.1154)
C (-1.1032, -4.7653, -0.6917)
C (-2.4527, -4.2043, -0.2491)
C (-3.2312, -5.3783, 0.2585)
C (-2.2635, -6.5177, 0.1467)
O (-1.0520, -6.0806, -0.4806)
H (-2.3831, -3.4382, 0.5231)
H (-2.8347, -3.8294, -1.1986)
H (-3.6457, -5.2134, 1.2530)
H (-4.0704, -5.5815, -0.4067)
H (-2.0789, -6.8931, 1.1532)
H (-2.6761, -7.3157, -0.4706)
O (-2.9372, 1.7420, -2.0095)
C (-2.7896, 0.7326, -2.6704)
C (-2.3808, 0.5834, -4.1163)
C (-1.6538, -0.7576, -4.1087)
C (-2.1455, -1.4721, -2.8500)
O (-2.8070, -0.4580, -2.0703)
H (-3.2797, 0.6882, -4.7239)
H (-1.7483, 1.4409, -4.3460)
H (-1.7529, -1.3657, -5.0079)
H (-0.6016, -0.4919, -4.0066)
H (-2.9499, -2.1281, -3.1830)
H (-1.2972, -1.9751, -2.3858)
O (2.0620, 1.5362, -5.5986)
C (1.6345, 2.1165, -4.5686)
C (1.5185, 3.6079, -4.1940)
C (0.5932, 3.6240, -3.0040)
C (0.7448, 2.2773, -2.3741)
O (1.0080, 1.4025, -3.4781)
H (2.5473, 3.8291, -3.9099)
H (1.1165, 4.1860, -5.0261)
H (0.7905, 4.4351, -2.3030)
H (-0.4197, 3.8255, -3.3526)
H (1.4029, 2.1467, -1.5151)
H (-0.2326, 1.9684, -2.0034)
O (-1.4823, -4.3405, 3.0479)
C (-2.3634, -4.2447, 3.8186)
C (-3.0547, -2.9904, 4.2521)
C (-4.2152, -3.4713, 5.0336)
C (-4.0780, -4.9674, 5.0568)
O (-2.9017, -5.3286, 4.4257)
H (-2.4327, -2.2809, 4.7978)
H (-3.4641, -2.4716, 3.3853)
H (-4.1509, -3.0525, 6.0379)
H (-5.1336, -3.0161, 4.6630)
H (-4.1486, -5.2566, 6.1054)
H (-4.9444, -5.3952, 4.5523)
O (-3.0797, 8.0318, 0.1601)
C (-2.7624, 6.9535, 0.6883)
C (-2.2004, 6.6572, 2.1176)
C (-2.3195, 5.1951, 2.2768)
C (-2.4684, 4.7030, 0.8790)
O (-3.0954, 5.7526, 0.1483)
H (-1.1851, 7.0537, 2.1236)
H (-2.7358, 7.1337, 2.9388)
H (-1.3839, 4.8975, 2.7503)
H (-3.1529, 4.8962, 2.9127)
H (-1.4875, 4.5917, 0.4170)
H (-2.9912, 3.7500, 0.7977)
O (-5.1353, -2.1253, 1.6496)
C (-4.9896, -0.9183, 1.5561)
C (-5.3676, -0.0421, 0.3483)
C (-4.5612, 1.1541, 0.6250)
C (-4.5378, 1.2062, 2.1617)
O (-4.5298, -0.1666, 2.5189)
H (-5.1888, -0.5479, -0.6005)
H (-6.4274, 0.2125, 0.3547)
H (-3.5303, 1.0230, 0.2963)
H (-4.9477, 2.0466, 0.1329)
H (-3.5970, 1.6687, 2.4601)
H (-5.4477, 1.6557, 2.5594)
O (4.2852, -2.7291, -6.4455)
C (3.6308, -2.3299, -5.4934)
C (3.9114, -1.2080, -4.5692)
C (3.0310, -1.5687, -3.3627)
C (1.9292, -2.3909, -3.9834)
O (2.6283, -3.0817, -5.0043)
H (4.9420, -1.0156, -4.2710)
H (3.6309, -0.2989, -5.1012)
H (3.6226, -2.1463, -2.6524)
H (2.7374, -0.6351, -2.8828)
H (1.5051, -3.1161, -3.2890)
H (1.1749, -1.8343, -4.5395)
O (3.8382, 5.8653, -1.3547)
C (3.1028, 5.4727, -0.4995)
C (2.2395, 6.4003, 0.4174)
C (1.2616, 5.4232, 0.9530)
C (1.9117, 4.0762, 0.7646)
O (2.9267, 4.2152, -0.1863)
H (2.9081, 6.8893, 1.1259)
H (1.7414, 7.1796, -0.1594)
H (1.1714, 5.6109, 2.0229)
H (0.3443, 5.3729, 0.3664)
H (2.1144, 3.6371, 1.7414)
H (1.2018, 3.3888, 0.3047)
O (-0.7130, 2.1695, 1.2553)
C (-0.4527, 0.9997, 1.0271)
C (-1.2691, -0.2753, 1.2419)
C (-0.1796, -1.3556, 1.0853)
C (0.8377, -0.7052, 0.1118)
O (0.6681, 0.7020, 0.3923)
H (-1.8890, -0.3422, 2.1359)
H (-1.8724, -0.2519, 0.3344)
H (0.3242, -1.5694, 2.0279)
H (-0.5102, -2.2694, 0.5916)
H (1.8201, -1.0129, 0.4700)
H (0.7712, -1.0296, -0.9267)
O (3.2951, -3.1739, 0.0468)
C (3.1756, -4.3079, -0.4299)
C (2.6319, -5.5179, 0.2959)
C (2.4187, -6.3945, -0.9234)
C (3.3784, -5.9507, -1.9569)
O (3.6287, -4.5703, -1.6937)
H (3.4112, -5.8874, 0.9624)
H (1.7511, -5.2645, 0.8859)
H (2.6352, -7.3963, -0.5525)
H (1.4196, -6.4225, -1.3584)
H (4.2798, -6.5633, -1.9738)
H (2.8868, -6.0237, -2.9270)
O (4.1209, 1.0713, 1.3760)
C (4.6224, 1.2275, 0.2854)
C (4.3529, 0.3418, -0.9208)
C (4.8005, 1.2588, -2.0688)
C (5.7776, 2.2677, -1.4309)
O (5.3818, 2.3170, -0.0523)
H (4.9206, -0.5867, -0.8608)
H (3.2759, 0.2327, -1.0486)
H (5.3051, 0.7793, -2.9075)
H (3.9257, 1.7961, -2.4350)
H (6.8367, 2.0263, -1.5219)
H (5.6757, 3.2659, -1.8567)
O (2.5252, -0.7705, 4.2749)
C (1.9706, 0.3133, 4.3923)
C (2.5407, 1.6829, 4.3388)
C (1.4522, 2.4030, 5.1696)
C (0.1771, 1.6984, 4.7435)
O (0.6328, 0.3826, 4.4455)
H (3.5224, 1.9811, 4.7067)
H (2.5345, 1.9476, 3.2814)
H (1.6516, 2.2610, 6.2317)
H (1.4162, 3.4792, 5.0010)
H (-0.4294, 1.6753, 5.6489)
H (-0.2264, 2.1100, 3.8184)

---

# 3
Formula: C48H74N10O4S4
Source: the OMol25 dataset
Level of theory: wB97M-V/def2-TZVPD

The calculation puts the energy above the lowest of the compared OMol25 structures with the same formula, charge and spin at 400.8 kJ/mol. The value obtained for the HOMO energy is -7.150 eV. The total charge is 0.

Positions of all 140 atoms, in Å:
C (10.7933, -11.8573, -14.9671)
S (10.8179, -10.2635, -14.0780)
O (11.2088, -10.6224, -12.6561)
C (12.1438, -9.4528, -14.9574)
H (9.8953, -11.8421, -15.5854)
H (10.7964, -12.6992, -14.2804)
H (11.6190, -12.0085, -15.6661)
H (12.0289, -9.5747, -16.0315)
H (13.0867, -9.9445, -14.6794)
H (12.3317, -8.4354, -14.6129)
C (11.4376, -10.1647, -9.1942)
S (12.2701, -8.5641, -9.3109)
O (11.2092, -7.5008, -9.4811)
C (12.7740, -8.5267, -7.5780)
H (10.7289, -10.3040, -8.3744)
H (12.1807, -10.9413, -8.9945)
H (10.9231, -10.3263, -10.1438)
H (11.9289, -8.7752, -6.9347)
H (12.9957, -7.4863, -7.3228)
H (13.6752, -9.1171, -7.4159)
C (10.2238, -13.7692, -8.3890)
S (9.3822, -12.9518, -6.9735)
O (10.2686, -11.8294, -6.4647)
C (8.1623, -12.1327, -8.0635)
H (9.6701, -14.7085, -8.4865)
H (11.2598, -13.9621, -8.1208)
H (10.1178, -13.3180, -9.3748)
H (8.6677, -11.4670, -8.7555)
H (7.4491, -11.5729, -7.4582)
H (7.5675, -12.9136, -8.5406)
C (8.1215, -10.5416, -11.7057)
S (7.2037, -11.2104, -13.0884)
O (6.7517, -12.5750, -12.6336)
C (5.7763, -10.0207, -13.0370)
H (9.0189, -11.1341, -11.5295)
H (7.5650, -10.6107, -10.7705)
H (8.4434, -9.5144, -11.8720)
H (5.1883, -10.2994, -13.9073)
H (6.0840, -8.9770, -13.1237)
H (5.2421, -10.0738, -12.0894)
N (9.9857, -10.3817, -3.1271)
C (10.6350, -9.5660, -3.9860)
C (10.3590, -8.2547, -3.6832)
C (9.4847, -8.2822, -2.5698)
C (9.1980, -9.6088, -2.3041)
H (10.0031, -11.3835, -3.1481)
H (11.1778, -9.9970, -4.8122)
H (10.8072, -7.4228, -4.1998)
H (9.0407, -7.4392, -2.0668)
H (8.4615, -10.0330, -1.6429)
N (15.9182, -8.0790, -14.0109)
C (14.8869, -8.9128, -14.2886)
C (14.2065, -9.1389, -13.0845)
C (14.8193, -8.3006, -12.1238)
C (15.9263, -7.7190, -12.6985)
H (16.5773, -7.7646, -14.7006)
H (14.6563, -9.2694, -15.2770)
H (13.3677, -9.8097, -12.9900)
H (14.5867, -8.1914, -11.0768)
H (16.6169, -7.0076, -12.2846)
N (9.2473, -6.3958, -13.3923)
C (10.3079, -6.9912, -12.7439)
C (11.4495, -6.5682, -13.3517)
C (11.1164, -5.5368, -14.2687)
C (9.7569, -5.6043, -14.3993)
H (8.2896, -6.5680, -13.1582)
H (10.1611, -7.7281, -11.9698)
H (12.4308, -6.9183, -13.0640)
H (11.8054, -4.9328, -14.8339)
H (9.0487, -5.0941, -15.0341)
N (12.1647, -5.0412, -10.5585)
C (11.5950, -4.0267, -11.2664)
C (11.8925, -2.8465, -10.6173)
C (12.7264, -3.1545, -9.5166)
C (12.7945, -4.5232, -9.4586)
H (11.9220, -6.0061, -10.7224)
H (10.9446, -4.2479, -12.0933)
H (11.5804, -1.8480, -10.8831)
H (13.2370, -2.4652, -8.8654)
H (13.1176, -5.1226, -8.6223)
N (8.6789, -8.2428, -8.6607)
C (7.6414, -8.1674, -9.5516)
C (6.5453, -8.7145, -8.8951)
C (6.9285, -9.1383, -7.6076)
C (8.2706, -8.8346, -7.5098)
H (9.6475, -7.9401, -8.7997)
H (7.7462, -7.6304, -10.4769)
H (5.5596, -8.9478, -9.2739)
H (6.3614, -9.5210, -6.7763)
H (8.9898, -8.9608, -6.7130)
N (17.8672, -6.7942, -9.5158)
C (18.4315, -6.9028, -8.2643)
C (17.3862, -6.9675, -7.3610)
C (16.1780, -6.7446, -8.0800)
C (16.5317, -6.5407, -9.3931)
H (18.3756, -6.7652, -10.3799)
H (19.4958, -7.0734, -8.2778)
H (17.5602, -7.2147, -6.3261)
H (15.1944, -6.6534, -7.6520)
H (15.9608, -6.3459, -10.2862)
N (13.2601, -12.1257, -11.6562)
C (13.7016, -12.8215, -12.7482)
C (14.6194, -13.7431, -12.3002)
C (14.6944, -13.6259, -10.8942)
C (13.8335, -12.5968, -10.5248)
H (12.5787, -11.3600, -11.7217)
H (13.4756, -12.5924, -13.7753)
H (15.2426, -14.3705, -12.9161)
H (15.4197, -14.1623, -10.3026)
H (13.5148, -12.2470, -9.5592)
N (16.0649, -9.8425, -8.7397)
C (16.0587, -10.5381, -7.5557)
C (15.8971, -11.8610, -7.8746)
C (15.7419, -12.0076, -9.2790)
C (15.8099, -10.7217, -9.7465)
H (16.2665, -8.8660, -8.8911)
H (16.1837, -10.0239, -6.6172)
H (15.8647, -12.7290, -7.2325)
H (15.5763, -12.8966, -9.8604)
H (15.8257, -10.3874, -10.7740)
N (12.4724, -12.5085, -5.0744)
C (13.5874, -11.7526, -5.3269)
C (14.5698, -12.1419, -4.4241)
C (13.9381, -12.9143, -3.4371)
C (12.6994, -13.2563, -3.9390)
H (11.6853, -12.4924, -5.7367)
H (13.5219, -11.1460, -6.2155)
H (15.5765, -11.7563, -4.4826)
H (14.2397, -13.2342, -2.4532)
H (11.8681, -13.8131, -3.5345)
N (14.9091, -4.9076, -5.7741)
C (13.6489, -4.4317, -6.0950)
C (12.7152, -5.1769, -5.4189)
C (13.4095, -6.2577, -4.8247)
C (14.7370, -6.0358, -5.0078)
H (15.8151, -4.5348, -5.9841)
H (13.5258, -3.5068, -6.6326)
H (11.6677, -4.9689, -5.2760)
H (13.1461, -7.0699, -4.1619)
H (15.5634, -6.6443, -4.6767)